No. 1
Entry from the Open Molecules 2025 dataset: a molecular structure, C17H20IrNO6S2 (ωB97M-V/def2-TZVPD).

Geometry (Å):
O: -0.10650 -2.24824 0.23679
H: 4.87056 1.94107 4.41630
C: -2.74636 -0.67511 3.13113
S: 0.50150 -1.74672 2.75642
O: -1.85199 -0.68821 -0.06353
C: -3.65053 0.34392 5.12269
O: 2.09611 0.35562 0.35405
H: -2.69634 -0.74281 2.05120
O: 0.07251 -0.31366 2.18547
H: -0.90473 2.38302 0.52086
C: 1.03974 2.51635 4.44283
C: -0.03278 1.95296 0.02571
H: 3.86950 2.89859 0.84687
O: -1.49521 -2.40589 -1.77085
Ir: 0.04688 -0.08497 0.20342
H: -0.38092 0.35097 5.13439
H: 4.35981 1.24882 0.62600
S: -1.52356 -2.20738 -0.34727
H: -1.51831 -2.16498 5.91220
C: -1.05725 -2.52583 3.26883
C: -3.56089 0.27195 3.73796
H: -4.29757 1.07615 5.58960
H: 3.93100 4.16789 3.89645
C: 1.89027 3.55711 4.13219
H: -1.48558 -2.95816 2.35992
C: 3.79874 2.08629 4.41250
C: 0.69170 0.20383 5.09543
C: 1.55863 1.23935 4.74280
C: -2.09022 -1.47388 5.30082
C: 2.35586 1.55818 0.52814
H: 1.49261 4.53738 3.90634
C: -2.91954 -0.53971 5.90662
H: -0.11472 2.19420 -1.04446
H: -0.03346 2.66239 4.46568
C: -1.99805 -1.55111 3.91287
H: 1.11185 2.80456 1.65562
H: -2.99258 -0.49975 6.98665
H: 1.56701 3.48466 0.08648
H: 1.06979 -0.77393 5.36028
C: 3.26539 3.34320 4.11973
N: 3.63413 1.94586 0.64143
H: 3.35085 0.05615 4.93158
H: -4.13020 0.95679 3.12195
O: -2.43459 -3.03281 0.40452
C: 2.95744 1.04091 4.71200
H: -0.75026 -3.31672 3.95609
C: 1.25266 2.56933 0.59856

Forces on atoms 1 to 2 (eV/Å):
O -0.234 0.070 -0.162
H -0.001 -0.008 -0.040

Output
Orbital gap (alpha / beta), eV: 4.718 / 4.722
DFT total energy, eV: -56234.552
HOMO level (alpha / beta), eV: -7.69 / -7.69
ΔE to the lowest compared entry with this formula, charge and spin, kJ/mol: 290.5
Lowest unoccupied orbital energy (alpha / beta), eV: -2.97 / -2.97

***

No. 2
Entry from the Open Molecules 2025 dataset: C17H20N2O3S in the gas phase (ωB97M-V/def2-TZVPD).

Geometry (Å):
H: 6.10011 1.79975 0.11759
S: -0.54405 0.18460 -0.40317
N: -2.24901 -1.80720 -0.34357
O: -0.87678 -3.58598 0.09085
H: -5.71925 2.09469 1.36924
C: -2.18928 -0.53609 -0.51752
C: -3.76820 2.25966 0.46043
C: -4.95443 1.41808 0.97400
H: 1.75445 0.85438 -0.19002
H: -3.72420 -0.17531 1.80350
H: 2.22995 3.04404 0.49309
H: -2.15472 2.00018 -0.97399
H: -4.18844 1.06698 2.96282
H: -4.52652 -1.28069 -0.24448
N: -3.23150 0.23267 -0.77988
C: -1.04782 -2.40666 -0.10529
H: 3.29497 4.12714 -0.43956
C: 2.92375 3.10728 -0.35070
H: 3.73907 -2.87345 0.46011
C: 5.06291 0.21985 0.21038
H: 2.40209 2.82759 -1.27100
C: -5.57314 0.63304 -0.18738
C: -4.56492 -0.34235 -0.79959
H: 1.43658 -2.89373 0.24616
C: -4.52987 0.48618 2.10872
C: -3.18471 1.67033 -0.83134
C: 2.59248 -1.09238 0.12789
H: -5.37038 -0.12509 2.42929
H: -3.77019 1.99341 -1.69752
H: -4.08138 3.28523 0.26249
O: 4.05999 2.30611 -0.14140
C: 2.66328 0.29756 -0.03422
C: 0.08818 -1.41390 -0.11016
C: 4.99614 -1.15563 0.37271
C: 1.35189 -1.82279 0.09041
O: 6.25826 0.85434 0.24928
H: -4.84107 -0.57482 -1.83480
C: 3.77828 -1.80249 0.33285
H: -2.99259 2.29076 1.22615
C: 3.87612 0.94962 0.00546
H: -5.92394 1.33856 -0.94312
H: -6.43871 0.07037 0.16244
H: 5.91418 -1.69863 0.52924

Forces on atoms 1 to 2 (eV/Å):
H -0.010 -0.054 0.006
S -0.255 0.203 -0.053

Output
Orbital gap, eV: 7.841
SMILES string: COc1cc(/C=C2\SC(N3CCC(C)CC3)=NC2=O)ccc1O
DFT total energy, eV: -37911.667
HOMO level, eV: -7.77
ΔE to the lowest compared entry with this formula, charge and spin, kJ/mol: 124.8
Lowest unoccupied orbital energy, eV: 0.07

***

No. 3
Entry from the Open Molecules 2025 dataset: C17H20N2O3S in the gas phase (ωB97M-V/def2-TZVPD).

Geometry (Å):
C: 1.47902 -0.34293 0.34886
S: -0.11220 -2.36262 0.36622
H: -1.89219 -0.31391 -3.93497
C: 0.37222 1.34311 -1.02135
H: -3.50548 -2.88603 -3.10279
C: 2.36923 -2.18041 1.63017
C: -3.18730 -1.85030 -2.86871
N: -1.52348 -0.73296 -1.37044
H: 1.35620 1.67329 -1.30488
C: 4.78077 0.73038 1.85512
C: -2.71979 -1.02746 -4.05830
H: -1.83829 2.43609 2.80252
C: 2.18632 -3.58938 2.09862
C: 3.61124 -0.10505 1.51103
C: -2.47178 -1.71237 -1.51358
H: -2.72434 -1.50662 -5.03231
H: 4.41032 1.63374 2.29962
H: 1.87845 -4.15545 1.21933
H: -3.47144 3.96664 1.76273
H: 4.28677 -1.84051 2.56639
H: -2.65877 3.79592 0.21506
C: 2.62533 0.45212 0.71794
H: -1.02602 3.84053 2.08358
N: 0.44943 -0.00357 -0.48736
H: 5.25125 1.00736 0.93023
O: -2.92204 -2.41931 -0.60179
C: -0.51239 -0.98180 -0.59046
H: -3.43226 2.36113 0.93661
C: -4.05036 -0.73361 -3.36342
H: 2.78062 1.45137 0.29863
C: -0.21433 2.37766 -0.07573
O: -0.09268 3.51324 -0.46382
C: -2.86495 3.28142 1.15158
H: 3.14730 -3.97290 2.48376
C: -1.54214 2.89765 1.85202
H: -0.22912 1.33468 -1.95858
H: -4.11663 0.20879 -2.79594
C: 1.38792 -1.60510 0.86100
H: 5.46740 0.24055 2.53193
O: -0.69730 1.98157 1.12203
H: 1.39878 -3.72769 2.85133
C: 3.49320 -1.40920 1.96729
H: -4.92650 -1.06808 -3.91918

Forces on atoms 1 to 2 (eV/Å):
C 2.631 1.702 0.865
S -0.247 -0.487 0.130

Output
Orbital gap, eV: 8.855
SMILES string: CCOC(=O)Cn1/c(=N/C(=O)C2CC2)sc2c(C)cc(C)cc21
DFT total energy, eV: -37911.356
HOMO level, eV: -8.21
ΔE to the lowest compared entry with this formula, charge and spin, kJ/mol: 154.8
Lowest unoccupied orbital energy, eV: 0.64

***

No. 4
Entry from the Open Molecules 2025 dataset: a molecular structure, C17H20N2O5PdS4 (ωB97M-V/def2-TZVPD).

Geometry (Å):
H: 2.33380 -3.59726 1.77539
C: 0.23012 3.92094 -1.21704
H: 0.71569 -4.13960 0.07065
H: 0.80244 4.53428 0.77885
C: -4.87412 -2.62218 1.97655
C: -7.04258 -1.86464 1.21169
H: 3.47204 -3.02891 0.56553
C: -6.47234 -0.81289 0.50521
S: -4.07070 0.51266 -0.20636
C: 1.26132 4.39513 -0.20277
H: -8.11637 -1.99919 1.19894
O: -0.23764 -1.90420 -1.22667
Pd: -0.54395 -0.04219 0.28497
O: 2.51051 -0.93262 2.16322
O: -4.17579 0.45340 -1.63353
H: -1.71754 2.75208 2.85954
C: 2.42614 -2.99840 0.87015
H: -0.26699 3.58322 2.34432
S: -0.84557 2.52815 -0.76869
C: -1.65172 3.08998 0.73736
H: -1.87261 4.15712 0.66442
C: 1.44674 -3.39250 -0.23619
N: -2.66374 -0.13970 0.32374
C: 2.33722 1.88839 0.60253
H: -0.42335 4.76485 -1.45185
S: 2.80706 3.48579 -0.09029
C: -0.96421 2.79327 2.07187
C: 2.06168 -1.55534 1.22984
H: -4.25058 -3.30800 2.53112
C: 1.68610 1.93423 1.98679
C: -2.85929 -1.22474 1.14052
H: 0.71314 3.62900 -2.15045
H: 1.63608 2.95048 2.37335
H: -7.07776 -0.12108 -0.06200
S: -0.00431 1.24678 2.17146
C: -4.30529 -1.57303 1.27272
H: -6.73444 -3.56159 2.47525
H: 1.91184 -3.74077 -1.15708
C: -6.25500 -2.75491 1.93757
O: -4.31195 1.79597 0.41047
H: -2.61410 2.58455 0.72435
C: -5.09850 -0.69816 0.56229
H: 1.73307 1.32560 -0.10622
O: -1.93767 -1.82702 1.67689
C: 0.71260 -2.10319 -0.47804
N: 1.14182 -1.09459 0.31622
H: 2.27439 1.33735 2.67508
H: 1.58702 5.39328 -0.50692
H: 3.28395 1.35425 0.69217

Forces on atoms 1 to 2 (eV/Å):
H -0.013 -0.002 -0.037
C -0.152 0.184 -0.014

Output
Orbital gap (alpha / beta), eV: 7.044 / 7.036
DFT total energy, eV: -77992.199
HOMO level (alpha / beta), eV: -8.39 / -8.43
ΔE to the lowest compared entry with this formula, charge and spin, kJ/mol: 47.0
Lowest unoccupied orbital energy (alpha / beta), eV: -1.35 / -1.39

***

Question: Among the records above, which one has the highest ΔE to the lowest compared entry with this formula, charge and spin?
Answer: C17H20IrNO6S2

***

Question: What is the formula in the third record?
Answer: C17H20N2O3S